Formula: C2H5OS
Source: OMol25
Level of theory: ωB97M-V/def2-TZVPD

Structure (ORCA input):
```
! RIJCOSX wB97M-V def2-TZVPD def2/J DEFGRID3
* xyz -1 1
S -2.09 1.76 -0.06
O -0.13 -0.24 -1.03
C 1.72 -0.76 0.40
C 0.41 -0.67 0.10
H -1.03 0.18 -0.91
H 2.01 -1.55 1.09
H -3.07 2.65 -0.29
H -0.35 -1.17 0.73
H 2.53 -0.19 -0.04
*
```

Calculated total energy ... -15037.91730 eV
Energy relative to the best compared isomer or geometry (same formula, charge and spin) ... 0.656 eV

Formula: C2H5OS
Source: OMol25
Level of theory: ωB97M-V/def2-TZVPD

Structure (ORCA input):
```
! RIJCOSX wB97M-V def2-TZVPD def2/J DEFGRID3
* xyz -1 1
S -0.03 0.75 2.04
O -0.55 -0.20 -2.53
C -0.27 -0.18 -1.35
C 0.70 -1.11 -0.71
H 1.18 -1.76 -1.43
H 0.19 -1.69 0.07
H 0.34 1.15 3.26
H -0.74 0.54 -0.67
H 1.40 -0.51 -0.13
*
```

Calculated total energy ... -15038.57291 eV
Energy relative to the best compared isomer or geometry (same formula, charge and spin) ... 0.000 eV

| no. | HOMO (eV) | strongest force on any atom (eV/A) |
| --- | --- | --- |
| 1 | -3.1 | 1.17 |
| 2 | -2.8 | 0.33 |